1.
6
Properties=species:S:1:pos:R:3 method="wB97M-V/def2-TZVPD" mol_weight_g_mol=96.453 gap_ha=0.322 lumo_ev=-0.24
C 0.7863 -0.0388 0.0616
O -1.9789 0.9003 -0.7287
P -1.3754 0.5459 0.5363
Cl -0.1197 -1.5713 0.0331
H 1.3940 -0.0109 0.9572
H 1.2937 0.1747 -0.8596

=====

2.
6
Properties=species:S:1:pos:R:3 method="wB97M-V/def2-TZVPD" mol_weight_g_mol=96.453 smiles="O=C(P)Cl" gap_ha=0.380 lumo_ev=0.39
O 1.1672 -0.5677 1.2493
C 0.1805 -0.0243 0.8725
P 0.2928 0.6225 -1.1051
Cl -1.1305 0.4526 1.7944
H -1.1657 0.2817 -1.4870
H 0.6556 -0.7648 -1.3241

=====

Of them, the most stable is 2 and the least stable is 1.

=====

1.
28
Properties=species:S:1:pos:R:3 method="wB97M-V/def2-TZVPD" mol_weight_g_mol=175.255 gap_ha=0.294 total_charge=+1 lumo_ev=-3.74
C -3.4185 -1.1642 -0.1559
C -2.7705 -1.4653 1.0697
C -2.7986 -0.4126 -1.1158
C -1.4837 -0.8520 1.2297
C -1.6939 0.3253 -0.9278
C -1.0130 0.0193 0.2732
C 1.4815 2.2005 -0.3901
C 2.1780 -1.3761 -0.4305
C 1.9499 -0.6102 0.5754
C 3.5476 -2.1314 -0.4537
C -0.5789 2.7233 0.4394
N 0.2422 0.5126 0.5916
N 0.4495 1.7899 0.1115
H -4.3383 -1.4938 -0.3885
H -3.1349 -2.1560 1.8642
H -3.2185 -0.4421 -2.1465
H -0.8847 -0.8432 2.1559
H -1.2313 0.7837 -1.7947
H 2.3814 1.4861 -0.5952
H 1.7546 3.2674 -0.4448
H 1.4933 -1.5902 -1.2393
H 2.3023 -0.2800 1.5097
H 4.0659 -2.0782 -1.3153
H 4.1119 -1.7683 0.3718
H 3.3873 -3.1782 -0.3073
H -1.3366 2.2018 1.0345
H -1.1412 2.9258 -0.5358
H -0.3028 3.6061 1.0148

=====

2.
28
Properties=species:S:1:pos:R:3 method="wB97M-V/def2-TZVPD" mol_weight_g_mol=175.255 gap_ha="0.267 / 0.267" total_charge=+1 lumo_ev="-4.80 / -4.80"
C 1.2141 1.4947 0.7404
C 1.7778 0.5090 1.3967
C -2.5896 0.7573 1.4236
C -1.1344 0.3212 -0.1333
C -2.2679 -0.7076 -0.1749
C -2.3246 -1.7123 -1.0567
C 1.9923 -0.0187 -0.8621
C 2.1726 -0.6743 0.5403
C 1.1453 1.1971 -0.6798
C 1.1639 -1.7674 0.7997
C 0.6733 1.9285 -1.8080
N -1.5430 1.2235 0.7450
N -3.0052 -0.3833 0.9036
H 0.5809 2.2555 1.2103
H 1.6102 0.3919 2.5325
H -3.1344 1.0817 2.2383
H -3.1381 -2.4367 -1.1930
H -1.6468 -1.5035 -1.8781
H 3.0724 0.2963 -1.1603
H 1.6330 -0.7341 -1.6434
H 3.1933 -0.9902 0.7371
H 0.1078 -1.4950 0.9504
H 1.6106 -2.2250 1.5714
H 1.2366 -2.4336 -0.0170
H 0.7715 2.9886 -1.7722
H -0.4413 1.8927 -1.8478
H 1.0713 1.5849 -2.8049
H -3.8016 -0.8411 1.2423

=====

Of them, the most stable is 2 and the least stable is 1.

=====

1.
13
Properties=species:S:1:pos:R:3 method="wB97M-V/def2-TZVPD" mol_weight_g_mol=112.103 gap_ha=0.355 lumo_ev=0.18
C 1.7800 1.8417 -0.0068
C 1.1905 0.8029 -0.0014
C 0.4949 -0.4528 0.0064
C 1.3002 -1.7092 0.0012
O 2.5100 -1.7291 -0.0025
C -0.8430 -0.4979 -0.0023
C -1.8127 0.6269 0.0003
F -1.4431 -1.7059 -0.0033
H 2.3064 2.7699 0.0211
H 0.7262 -2.6508 -0.0053
H -2.4483 0.5712 -0.8608
H -2.4622 0.5523 0.8657
H -1.2987 1.5809 -0.0122

=====

2.
13
Properties=species:S:1:pos:R:3 method="wB97M-V/def2-TZVPD" mol_weight_g_mol=112.103 smiles="C#CC1(F)CC(=O)C1" gap_ha=0.395 lumo_ev=0.85
C 2.4023 -1.2623 -0.0321
C 1.4994 -0.4669 -0.0141
C 0.4309 0.5283 -0.0137
F 0.9453 1.7856 0.0037
C -0.6862 0.3189 -1.0945
C -1.6267 -0.1577 -0.0113
O -2.6989 -0.6764 0.0020
C -0.6266 0.2588 1.1276
H 3.1677 -1.9820 -0.0365
H -1.0748 1.2850 -1.4604
H -0.4634 -0.4203 -1.8984
H -0.9266 1.2169 1.5219
H -0.3424 -0.4280 1.9058

=====

Of them, the most stable is 1 and the least stable is 2.

=====

1.
81
Properties=species:S:1:pos:R:3 method="wB97M-V/def2-TZVPD" mol_weight_g_mol=914.967 multiplicity=2 gap_ha="0.221 / 0.199" total_charge=+2 lumo_ev="-7.00 / -7.07" s2=0.776
Re -1.0624 -0.6157 0.4835
C -5.1567 -2.0736 -0.0640
C -4.1138 -1.2070 0.1944
N -2.8595 -1.5223 -0.1620
C -2.6662 -2.6813 -0.8268
C -3.7404 -3.5521 -1.0251
N -4.9679 -3.2597 -0.6439
C -1.3122 -2.8889 -1.3332
C -0.9193 -3.9764 -2.0865
C 0.3846 -4.0452 -2.5649
C 1.2009 -2.9358 -2.3633
C 0.7359 -1.8128 -1.6863
N -0.4762 -1.8463 -1.0663
C 1.4538 -0.5268 -1.8498
C 2.3166 -0.3757 -2.9513
N 2.8000 0.7709 -3.3752
C 2.3910 1.8734 -2.7511
C 1.6079 1.8074 -1.6280
N 1.2172 0.6065 -1.1300
C 0.8686 -5.2170 -3.3236
C 2.1807 -5.6619 -3.1899
C 2.5881 -6.7601 -3.9330
N 1.7931 -7.4082 -4.7760
C 0.5433 -6.9799 -4.9018
C 0.0310 -5.8976 -4.2001
H -6.1681 -1.8143 0.2209
H -4.2581 -0.2681 0.7123
H -3.5943 -4.5142 -1.4995
H -1.5992 -4.7981 -2.2571
H 2.1978 -2.9589 -2.7736
H 2.5951 -1.2405 -3.5337
H 2.7095 2.8305 -3.1419
H 1.2926 2.6764 -1.0749
H 2.8697 -5.1968 -2.4969
H 3.6006 -7.1349 -3.8412
H -0.0830 -7.5219 -5.6002
H -0.9908 -5.5849 -4.3710
C -2.5321 6.9642 0.5241
C -2.1231 5.6315 1.0721
C -2.0340 4.5088 0.2452
C -1.6807 3.2714 0.7509
C -1.4075 3.1610 2.1111
C -1.4824 4.2604 2.9621
C -1.8444 5.4846 2.4315
S -0.8906 1.6634 2.8311
O 0.6316 1.5026 2.3881
O -0.8678 1.7232 4.2474
N -1.6725 0.4763 2.1893
C -2.1836 -0.6177 2.9058
C -2.9923 -0.6717 4.0188
C -3.4466 -1.9269 4.4038
C -3.0980 -3.0514 3.6632
C -2.2830 -2.9014 2.5586
N -1.8038 -1.7078 2.2027
H -2.6003 6.9494 -0.5613
H -1.8220 7.7375 0.8172
H -3.5059 7.2530 0.9223
H -2.2588 4.6074 -0.8089
H -1.6441 2.4042 0.1039
H -1.2651 4.1546 4.0158
H -1.9148 6.3434 3.0866
H -3.2682 0.2274 4.5497
H -4.0843 -2.0250 5.2717
H -3.4491 -4.0346 3.9384
H -1.9705 -3.7500 1.9627
F 6.3037 5.1702 1.3030
C 6.3534 3.8709 0.9968
F 6.8896 3.7553 -0.2296
F 7.1859 3.2709 1.8577
C 4.9865 3.2273 1.0375
C 4.8792 1.8898 0.6744
C 3.6431 1.2713 0.7016
C 2.5153 1.9932 1.0917
C 2.6348 3.3238 1.4809
C 3.8736 3.9446 1.4448
C 1.1818 1.3553 1.1103
C 0.5833 0.5846 0.1687
H 5.7626 1.3365 0.3846
H 3.5546 0.2233 0.4427
H 1.7612 3.8776 1.8031
H 3.9757 4.9795 1.7387

=====

2.
81
Properties=species:S:1:pos:R:3 method="wB97M-V/def2-TZVPD" mol_weight_g_mol=914.967 multiplicity=2 gap_ha="0.193 / 0.199" total_charge=+2 lumo_ev="-8.17 / -8.17" s2=0.829
Re -0.1255 -0.2248 0.1504
C 0.1114 -0.0894 4.5603
C -0.4069 -0.1943 3.2749
N 0.3939 -0.1701 2.2105
C 1.7336 -0.0544 2.4232
C 2.2128 0.0298 3.7375
N 1.4090 0.0191 4.7763
C 2.5743 -0.0393 1.2243
C 3.9540 0.0802 1.2130
C 4.6344 0.0799 -0.0079
C 3.8950 0.0268 -1.1916
C 2.5148 -0.0967 -1.1263
N 1.8786 -0.1700 0.0676
C 1.6092 -0.1812 -2.2768
C 2.0160 -0.2043 -3.6159
N 1.1516 -0.3183 -4.6002
C -0.1308 -0.4140 -4.3065
C -0.5811 -0.3849 -2.9852
N 0.2836 -0.2630 -1.9832
C 6.0957 0.1132 -0.0225
C 6.8084 -0.6148 0.9319
C 8.1930 -0.5712 0.8938
N 8.8297 0.1374 -0.0077
C 8.1875 0.8291 -0.9190
C 6.8012 0.8468 -0.9745
H -0.5258 -0.0909 5.4310
H -1.4677 -0.2982 3.1000
H 3.2680 0.1070 3.9596
H 4.5062 0.1888 2.1318
H 4.3972 0.0520 -2.1446
H 3.0571 -0.1366 -3.9051
H -0.8107 -0.5156 -5.1389
H -1.6273 -0.4788 -2.7294
H 6.3004 -1.2230 1.6625
H 8.7967 -1.1137 1.6089
H 8.7907 1.3874 -1.6213
H 6.2908 1.4414 -1.7141
C -5.4139 -1.6390 5.4463
C -4.9879 -1.3306 4.0490
C -5.6603 -0.3754 3.2894
C -5.2354 -0.0588 2.0087
C -4.1418 -0.7180 1.4834
C -3.4607 -1.6828 2.2055
C -3.8893 -1.9859 3.4868
S -3.5349 -0.2790 -0.1268
O -4.3200 0.7378 -0.7502
O -3.0979 -1.4135 -0.8854
N -2.0458 0.4201 0.3015
C -1.8507 1.7546 0.4247
C -2.7950 2.7602 0.6500
C -2.3389 4.0637 0.7242
C -0.9803 4.3325 0.5734
C -0.1058 3.2755 0.3717
N -0.5236 2.0199 0.3117
H -6.4029 -1.2391 5.6511
H -4.7151 -1.1939 6.1564
H -5.4175 -2.7125 5.6248
H -6.5259 0.1210 3.7018
H -5.7465 0.6760 1.4084
H -2.6198 -2.1850 1.7481
H -3.3763 -2.7453 4.0578
H -3.8381 2.5064 0.7303
H -3.0333 4.8697 0.8919
H -0.6044 5.3398 0.6055
H 0.9571 3.4442 0.2463
F 0.9093 -9.2729 -2.3982
C 0.2701 -9.0019 -1.2600
F -0.9652 -9.5066 -1.3663
F 0.8882 -9.6836 -0.2864
C 0.2223 -7.5227 -0.9527
C -0.4113 -7.1047 0.2163
C -0.5058 -5.7612 0.5041
C 0.0356 -4.8142 -0.3816
C 0.6867 -5.2515 -1.5498
C 0.7791 -6.5966 -1.8288
C -0.0560 -3.4413 -0.1187
C -0.1200 -2.2303 0.0689
H -0.8254 -7.8423 0.8850
H -0.9985 -5.4184 1.4002
H 1.1087 -4.5220 -2.2229
H 1.2745 -6.9431 -2.7213

=====

Of them, the most stable is 2 and the least stable is 1.

=====

1.
13
Properties=species:S:1:pos:R:3 method="wB97M-V/def2-TZVPD" mol_weight_g_mol=87.098 gap_ha=0.335 total_charge=+1 lumo_ev=-5.46
C -0.1480 0.1636 0.3253
C 1.8663 0.7582 -0.0720
C 2.5495 -0.2632 0.6490
C -2.3356 1.0614 -0.0418
O 2.1120 1.7149 -0.6529
O -0.9342 0.9455 -0.1842
H -0.3047 -0.5640 1.1501
H 2.1711 -1.2524 0.4874
H 2.4703 -0.2120 1.7423
H 3.5895 -0.2867 0.4833
H -2.6541 1.4156 0.9268
H -2.5545 1.8488 -0.7601
H -2.7983 0.1315 -0.3048

=====

2.
13
Properties=species:S:1:pos:R:3 method="wB97M-V/def2-TZVPD" mol_weight_g_mol=87.098 gap_ha="0.321 / 0.321" total_charge=+1 lumo_ev="-4.88 / -4.88"
C 2.1907 -0.3674 -0.0905
C -0.7501 1.5194 -0.3145
C 0.9914 0.1549 0.0718
C -0.7795 -1.2666 0.2228
O -1.6561 -0.2739 -0.0349
O 0.2120 1.1184 0.4839
H 2.8595 0.3226 -0.4998
H 2.3940 -1.3816 0.0152
H -1.3584 2.4136 0.1041
H -0.6130 1.4000 -1.4241
H -0.6754 -1.4208 1.3024
H -0.5490 -2.0729 -0.5606
H -2.2662 -0.1457 0.7241

=====

Of them, the most stable is 1 and the least stable is 2.

=====

1.
60
Properties=species:S:1:pos:R:3 method="wB97M-V/def2-TZVPD" mol_weight_g_mol=440.500 smiles="CCOc1ccc(NC(=O)CN2CCN(CC(=O)Nc3ccc4c(c3)OCO4)CC2)cc1" gap_ha=0.307 lumo_ev=0.57
C -5.4306 -1.5339 -7.5340
C -4.7710 -0.3148 -8.1731
O -4.8014 0.8214 -7.3351
C -3.9487 0.9102 -6.2764
C -2.9143 0.0270 -5.9855
C -2.1010 0.2502 -4.8885
C -2.2979 1.3482 -4.0597
N -1.4372 1.5206 -2.9702
C -1.4746 2.4537 -1.9894
O -2.2828 3.3494 -1.8831
C -0.3194 2.2829 -1.0012
N 0.0529 0.8899 -0.8306
C -0.9651 0.1598 -0.0896
C -0.5875 -1.3156 -0.0021
N 0.6795 -1.4282 0.6951
C 1.0749 -2.7839 1.0225
C 2.0587 -2.7972 2.1989
O 2.8649 -3.6847 2.3628
N 1.8671 -1.7239 3.0044
C 2.5363 -1.3398 4.1663
C 3.5302 -2.1183 4.7467
C 4.1782 -1.7110 5.9095
C 3.8001 -0.5129 6.4636
C 2.8022 0.2711 5.8821
C 2.1559 -0.1153 4.7374
O 2.6201 1.4058 6.6261
C 3.5320 1.3121 7.7008
O 4.2681 0.1145 7.5912
C 1.7056 -0.7267 -0.0576
C 1.3362 0.7486 -0.1625
C -3.3343 2.2336 -4.3491
C -4.1431 2.0124 -5.4412
H -4.9052 -1.8295 -6.6291
H -5.4250 -2.3644 -8.2345
H -6.4590 -1.2991 -7.2714
H -5.3351 -0.0113 -9.0596
H -3.7434 -0.5434 -8.4826
H -2.7214 -0.8364 -6.6027
H -1.2990 -0.4434 -4.6762
H -0.7057 0.8265 -2.8618
H -0.6027 2.7711 -0.0554
H 0.5372 2.8256 -1.4139
H -1.9225 0.2677 -0.6035
H -1.0741 0.5620 0.9324
H -1.3531 -1.8531 0.5614
H -0.5349 -1.7413 -1.0184
H 1.5309 -3.3244 0.1797
H 0.1922 -3.3469 1.3406
H 1.1627 -1.0799 2.6541
H 3.7996 -3.0517 4.2824
H 4.9480 -2.3143 6.3592
H 1.3856 0.4970 4.2976
H 2.9783 1.3203 8.6537
H 4.2195 2.1729 7.6750
H 2.6609 -0.8300 0.4612
H 1.8119 -1.1482 -1.0716
H 2.0948 1.2730 -0.7481
H 1.3124 1.1874 0.8500
H -3.4974 3.0873 -3.7134
H -4.9457 2.6931 -5.6760

=====

2.
60
Properties=species:S:1:pos:R:3 method="wB97M-V/def2-TZVPD" mol_weight_g_mol=440.500 smiles="Cc1ccc(OCC(=O)N2CCN(c3ccc([N+](=O)[O-])c(N4CCOCC4)c3)CC2)cc1" gap_ha=0.288 lumo_ev=-0.03
C -0.0871 -2.8064 3.5141
C 0.1927 -2.7787 2.0442
C -0.7206 -2.2375 1.1514
C -0.4774 -2.2041 -0.2114
C 0.7001 -2.7437 -0.7070
O 1.0356 -2.8166 -2.0407
C 0.0392 -2.5339 -2.9962
C -0.1986 -1.0397 -3.2326
O -1.3047 -0.5498 -3.0973
N 0.8617 -0.3190 -3.6570
C 2.2399 -0.7454 -3.6648
C 2.9339 -0.2593 -2.3656
N 2.2229 0.8845 -1.8357
C 1.5766 0.8115 -0.6243
C 2.2028 0.1620 0.4586
C 1.6173 0.1852 1.6915
C 0.3916 0.8241 1.9166
N 0.0110 1.0023 3.2631
O 0.5657 0.3159 4.1131
O -0.8099 1.8641 3.5459
C -0.3157 1.3830 0.8214
N -1.5814 1.8854 0.9511
C -2.1260 2.8201 -0.0092
C -3.1126 3.7365 0.7294
O -4.1420 3.0085 1.3476
C -3.6054 2.0962 2.2814
C -2.6401 1.1305 1.5943
C 0.3319 1.3965 -0.4167
C 1.7885 1.7858 -2.8752
C 0.7301 1.1195 -3.7830
C 1.6386 -3.2678 0.1780
C 1.3854 -3.2788 1.5334
H -1.1534 -2.9088 3.7039
H 0.4379 -3.6294 3.9928
H 0.2497 -1.8786 3.9785
H -1.6537 -1.8388 1.5226
H -1.2099 -1.7600 -0.8665
H -0.9202 -2.9828 -2.7154
H 0.3789 -2.9953 -3.9301
H 2.3158 -1.8270 -3.7401
H 2.7145 -0.2982 -4.5445
H 3.9753 0.0093 -2.5806
H 2.9183 -1.0624 -1.6309
H 3.1668 -0.3020 0.3347
H 2.1191 -0.2482 2.5427
H -1.3270 3.4362 -0.4227
H -2.6514 2.2973 -0.8225
H -3.5947 4.4196 0.0275
H -2.5578 4.3141 1.4843
H -4.4526 1.5565 2.7063
H -3.0664 2.6304 3.0743
H -2.2394 0.4270 2.3187
H -3.1880 0.5679 0.8216
H -0.2020 1.8028 -1.2570
H 2.6761 2.0405 -3.4644
H 1.4075 2.7048 -2.4310
H -0.2893 1.3756 -3.4899
H 0.8775 1.4112 -4.8283
H 2.5539 -3.6781 -0.2211
H 2.1201 -3.6956 2.2066

=====

Of them, the most stable is 1 and the least stable is 2.

=====

1.
27
Properties=species:S:1:pos:R:3 method="wB97M-V/def2-TZVPD" mol_weight_g_mol=156.233 smiles="C[C@@H]1C([NH3+])=CC=C(N)[C@@]1(N)[NH3+]" gap_ha=0.309 total_charge=+2 lumo_ev=-6.88
C -1.1068 -1.6028 -1.0602
C -0.6647 -0.6063 0.2092
C -1.3908 0.7458 0.0959
N -2.8383 0.6584 -0.0038
C -0.8361 1.9039 -0.3219
C 0.5789 2.0969 -0.4614
C 1.4509 1.1150 -0.1399
N 2.7744 1.2810 -0.0465
C 0.8933 -0.4271 0.2265
N 1.6816 -1.4295 -0.3950
N 1.3619 -0.6029 1.7239
H -0.3496 -2.3857 -1.3379
H -1.0591 -1.0842 -1.9496
H -2.0399 -2.1030 -0.7157
H -0.9152 -1.1337 1.1057
H -3.0977 -0.2611 0.3351
H -3.1745 0.7288 -0.9810
H -3.3883 1.3914 0.4525
H -1.4097 2.8454 -0.4594
H 1.0987 2.9899 -0.8317
H 3.0087 2.2820 -0.1571
H 3.4101 0.5819 -0.1043
H 2.0033 -1.2758 -1.4373
H 1.1415 -2.2997 -0.2960
H 1.5095 -1.5840 1.9129
H 0.9132 -0.2441 2.6077
H 2.3562 -0.4107 1.8147

=====

2.
27
Properties=species:S:1:pos:R:3 method="wB97M-V/def2-TZVPD" mol_weight_g_mol=156.233 gap_ha=0.318 total_charge=+2 lumo_ev=-8.85
C 1.3211 -1.0520 -2.0846
C 0.1246 -0.7078 -1.2976
C -1.0086 -1.7055 -1.4311
N -0.1112 0.5292 -0.9895
N -1.1960 1.0963 -0.3114
C -2.0257 2.2410 -0.8374
C -1.2864 0.8118 1.0064
N -0.6199 0.3155 1.9031
N 0.5793 -0.3810 1.7239
C 1.8784 0.5604 2.3155
C 1.3505 -0.7539 2.8843
H 1.1562 -0.8524 -3.1484
H 2.2650 -0.5521 -1.9293
H 1.6202 -2.1233 -2.3398
H -1.2600 -1.9048 -2.4929
H -1.9699 -1.4298 -1.0150
H -0.7839 -2.6837 -1.1020
H 0.5812 1.2659 -1.3752
H -2.0400 2.1763 -1.9472
H -3.0588 2.0952 -0.3486
H -1.3963 3.1238 -0.6668
H -2.1498 1.1325 1.4732
H 0.8353 -0.7479 0.8007
H 1.3563 1.3434 2.7712
H 2.8771 0.6498 2.0081
H 2.0856 -1.5764 2.5995
H 0.8760 -0.8704 3.8310

=====

Of them, the most stable is 1 and the least stable is 2.